Density functional theory data (the ωB97M-V functional and the def2-TZVPD basis) for a structure of composition C17H22IrN9OPSbSe4 in a non-equilibrium geometry.

Each line ends with the natural charge from an NBO analysis.
Cartesian coordinates (Å):
Ir: -0.399 -0.853 -0.670  1.034
Sb: -0.921 -2.974 -4.171  0.710
Se: 1.083 -1.658 -4.687  -0.834
Se: -1.524 -2.970 -1.400  -0.131
Se: -2.843 -1.606 -4.808  -0.922
Se: 0.080 -4.308 -0.517  -0.022
P: 1.796 -0.005 2.059  0.790
O: -0.671 0.219 -2.653  -0.586
N: 0.252 1.228 0.092  -0.483
N: -2.532 1.414 -3.196  -0.371
N: -0.600 -1.329 1.395  -0.437
N: -2.314 0.217 -1.186  -0.587
N: -3.960 0.165 0.396  -0.742
N: 3.660 -1.363 0.469  -0.299
N: 1.674 -1.254 -0.442  -0.458
N: 1.465 2.655 1.243  -0.307
N: -0.072 -1.481 3.513  -0.301
C: 0.829 3.371 0.264  -0.050
C: -1.228 -2.194 3.334  -0.045
C: 2.495 -1.915 -1.308  -0.041
C: 0.632 -1.304 4.785  -0.409
C: -3.541 0.550 -0.812  0.495
C: -4.351 1.334 -1.678  -0.369
C: -1.916 1.871 -4.454  -0.423
C: 3.736 -1.986 -0.753  -0.056
C: 0.085 2.474 -0.445  -0.056
C: -3.802 1.739 -2.848  0.163
C: -1.544 -2.098 2.013  -0.077
C: -1.810 0.603 -2.370  0.793
C: 0.289 -0.971 2.312  0.077
C: 4.785 -1.134 1.373  -0.408
C: 1.091 1.355 1.098  0.073
C: 2.389 -0.930 0.629  0.055
C: 2.374 3.199 2.253  -0.409
H: -2.387 2.803 -4.761  0.208
H: 5.226 -0.155 1.192  0.220
H: 1.609 -1.779 4.752  0.227
H: -0.542 2.650 -1.305  0.233
H: -2.050 1.116 -5.229  0.282
H: 0.046 -1.760 5.575  0.238
H: 4.453 -1.181 2.406  0.221
H: -0.853 2.015 -4.293  0.240
H: 4.646 -2.430 -1.117  0.247
H: 2.150 -2.274 -2.264  0.301
H: -2.367 -2.541 1.474  0.257
H: -4.342 2.360 -3.550  0.241
H: -1.719 -2.715 4.139  0.247
H: -5.352 1.620 -1.394  0.249
H: -4.912 0.300 0.683  0.419
H: 2.186 2.730 3.214  0.224
H: 0.758 -0.247 5.004  0.224
H: 5.540 -1.895 1.207  0.239
H: 3.413 3.019 1.982  0.223
H: 0.951 4.436 0.151  0.244
H: 2.209 4.267 2.342  0.237
H: -3.349 -0.403 0.961  0.410

Its energy is -313491.06300 eV. The net charge is +1. The spin multiplicity is 2. The LUMO energy (alpha / beta) comes out at -3.3 / -4.4 eV.

Density functional theory data (the ωB97M-V functional and the def2-TZVPD basis) for a structure of composition C17H22MnN8O5S in a non-equilibrium geometry.

Each line ends with the natural charge from an NBO analysis.
Cartesian coordinates (Å):
Mn: 0.576 0.496 -0.376  1.111
S: -1.407 1.676 -0.443  0.068
O: 3.594 2.143 -0.448  -0.335
O: 1.482 2.225 -0.771  -0.410
O: -0.223 -1.105 -0.374  -0.595
O: 0.808 0.964 1.472  -0.697
O: -0.939 -2.945 0.605  -0.560
N: 2.583 2.740 -0.518  0.458
N: 0.031 1.454 3.535  -0.364
N: -3.491 0.064 -1.089  -0.304
N: 2.408 -0.489 -0.166  -0.783
N: 0.478 0.375 -2.454  -0.442
N: -0.522 -0.565 2.474  -0.584
N: -1.831 -0.150 -2.456  -0.358
N: -1.848 -2.119 3.458  -0.725
C: -0.690 1.080 4.632  0.121
C: -0.625 0.087 -3.153  0.401
C: 0.723 2.746 3.476  -0.402
C: -2.263 0.512 -1.355  0.292
C: -4.304 0.499 0.044  -0.410
C: 0.532 0.229 -5.233  -0.092
C: 0.089 0.597 2.473  0.774
C: -1.344 -0.099 4.682  -0.341
C: 1.429 -2.741 0.235  -0.541
C: 1.685 0.526 -4.522  -0.209
C: -2.819 -1.041 -2.867  -0.052
C: -1.244 -0.941 3.536  0.478
C: -3.847 -0.901 -2.015  -0.020
C: -0.010 -2.294 0.207  0.829
C: -0.643 0.020 -4.537  -0.232
C: 1.606 0.603 -3.150  0.061
C: 2.366 -1.664 0.750  -0.215
H: 2.043 -1.306 1.725  0.221
H: -4.795 -1.406 -1.973  0.263
H: -3.783 0.265 0.970  0.231
H: 1.776 2.592 3.258  0.234
H: -4.485 1.570 -0.017  0.240
H: -5.250 -0.031 0.006  0.241
H: 1.499 -3.632 0.855  0.273
H: -1.910 -0.382 5.557  0.258
H: 3.372 -2.070 0.857  0.231
H: 2.626 0.713 -5.018  0.262
H: 2.817 -0.782 -1.051  0.393
H: 0.621 3.234 4.441  0.232
H: -1.731 -2.668 2.614  0.443
H: -0.702 1.787 5.449  0.245
H: 3.059 0.186 0.224  0.422
H: -2.681 -1.709 -3.697  0.261
H: -2.379 -2.492 4.226  0.420
H: -1.573 -0.164 -5.054  0.254
H: 0.281 3.371 2.703  0.230
H: 2.480 0.868 -2.572  0.223
H: 0.541 0.183 -6.313  0.259
H: 1.709 -3.031 -0.783  0.242

Its energy is -82284.72904 eV. The net charge is +2. The spin multiplicity is 2. The relative energy (zero: lowest compared OMol25 entry of this formula, charge and spin) comes out at 0.0 kJ/mol. The LUMO energy (alpha / beta) comes out at -8.8 / -8.6 eV.

Density functional theory data (the ωB97M-V functional and the def2-TZVPD basis) for a structure of composition C17H22N2O3S2 in a non-equilibrium geometry.

Each line ends with the natural charge from an NBO analysis.
Cartesian coordinates (Å):
S: -1.662 -3.114 0.349  2.304
S: -3.465 -0.501 1.091  0.400
O: 0.202 -0.182 -2.156  -0.577
O: -2.148 -3.299 1.766  -0.901
O: -1.492 -3.894 -0.721  -0.873
N: -0.373 -1.988 0.688  -0.865
N: -0.295 0.502 -0.122  -0.615
C: 0.438 -1.561 -0.383  -0.219
C: 3.825 -1.163 1.265  -0.249
C: 2.539 -1.128 1.061  -0.215
C: -1.438 2.285 -0.943  -0.607
C: 4.154 -1.761 -0.857  -0.150
C: 0.033 -0.354 -1.057  0.697
C: -2.806 -1.685 -0.010  -0.457
C: -0.480 1.805 0.024  0.000
C: 2.910 -1.944 -1.094  -0.289
C: -0.798 2.462 1.184  -0.326
C: -4.052 -0.391 -1.439  -0.248
C: 0.211 2.375 2.429  -0.578
C: -4.166 0.342 -0.376  -0.351
C: -3.092 -1.591 -1.366  -0.226
C: 4.744 -1.102 0.217  -0.197
C: 0.831 2.566 -0.329  -0.549
C: 1.973 -1.454 -0.386  0.081
H: -1.474 3.381 -1.372  0.222
H: 4.893 -1.972 -1.895  0.200
H: 0.358 -2.309 -1.144  0.228
H: -2.540 2.072 -0.796  0.222
H: -4.556 0.100 -2.291  0.230
H: -1.106 1.681 -1.976  0.234
H: 5.797 -1.085 0.423  0.227
H: -2.794 -1.915 -2.186  0.210
H: 2.516 -2.145 -2.166  0.224
H: 1.184 2.989 2.154  0.196
H: -1.075 3.371 0.919  0.211
H: 1.734 -0.985 1.875  0.204
H: 4.153 -0.742 2.196  0.212
H: 1.652 2.208 0.025  0.195
H: 0.656 1.440 2.451  0.193
H: -4.955 1.066 -0.190  0.238
H: -1.828 1.888 1.546  0.167
H: 0.852 3.537 -0.534  0.202
H: -0.273 0.114 0.765  0.401
H: -0.139 2.637 3.265  0.193
H: 1.151 2.007 -1.546  0.170
H: 0.200 -2.564 1.642  0.428

Its energy is -48765.52280 eV. The spin multiplicity is 1. The relative energy (zero: lowest compared OMol25 entry of this formula, charge and spin) comes out at 1373.5 kJ/mol. The LUMO energy comes out at 0.3 eV.

Density functional theory data (the ωB97M-V functional and the def2-TZVPD basis) for the molecule C17H22N2O4 in a non-equilibrium geometry.

Each line ends with the natural charge from an NBO analysis.
Cartesian coordinates (Å):
O: -2.180 -0.509 0.543  -0.523
O: 2.256 -0.676 1.981  -0.605
O: -0.512 0.883 -1.341  -0.524
O: 2.015 3.128 -0.422  -0.262
N: 3.611 -0.550 0.157  -0.611
N: 2.712 1.977 -0.337  -0.136
C: -1.014 -1.076 0.098  0.218
C: 1.456 -2.102 -0.770  -0.023
C: -4.187 -0.343 1.784  -0.618
C: 3.800 -1.970 0.002  -0.216
C: -2.647 0.448 -2.460  -0.639
C: -1.844 1.331 -1.511  -0.060
C: -0.554 -2.315 0.526  -0.271
C: 0.664 -2.819 0.109  -0.202
C: 0.183 4.340 0.616  -0.660
C: 2.682 -0.067 1.019  0.661
C: 2.227 1.302 0.680  0.043
C: -2.971 -1.207 1.482  -0.059
C: 1.173 2.023 1.291  -0.332
C: 2.859 -2.531 -1.088  -0.428
C: 1.084 3.164 0.545  0.336
C: 0.973 -0.893 -1.247  -0.268
C: -0.243 -0.361 -0.835  0.325
H: -2.120 0.338 -3.405  0.212
H: -4.748 -0.159 0.872  0.212
H: -2.396 -1.387 2.400  0.177
H: 3.815 0.039 -0.639  0.407
H: -3.872 0.611 2.197  0.212
H: -4.828 -0.848 2.501  0.215
H: 2.944 -3.618 -1.100  0.218
H: 3.560 -2.426 0.965  0.228
H: 0.589 1.717 2.131  0.247
H: 4.844 -2.175 -0.251  0.200
H: 1.004 -3.768 0.496  0.209
H: -1.134 -2.890 1.230  0.219
H: -0.359 4.334 1.557  0.233
H: -2.795 -0.537 -2.026  0.213
H: -1.724 2.330 -1.943  0.179
H: -0.530 4.308 -0.206  0.233
H: 3.163 -2.143 -2.061  0.205
H: 0.759 5.259 0.530  0.235
H: -3.290 -2.174 1.068  0.171
H: -2.354 1.417 -0.548  0.189
H: -3.618 0.900 -2.645  0.213
H: 1.548 -0.305 -1.947  0.224

Its SMILES is CCOc1ccc(CCNC(=O)c2cc(C)on2)cc1OCC. Its energy is -29155.11976 eV. The spin multiplicity is 1. The relative energy (zero: lowest compared OMol25 entry of this formula, charge and spin) comes out at 290.6 kJ/mol. The LUMO energy comes out at 0.8 eV.

Density functional theory data (the ωB97M-V functional and the def2-TZVPD basis) for a cluster of 2 separate species, C17H22N2O6 in total in a non-equilibrium geometry.

Each line ends with the natural charge from an NBO analysis.
Cartesian coordinates (Å):
O: -2.361 -0.463 3.749  -0.627
O: 0.694 1.357 4.672  -0.656
O: -1.460 -2.851 2.648  -0.521
O: -2.520 2.461 -3.661  -0.652
O: 0.065 4.788 -0.880  -0.647
O: -1.504 1.900 4.631  -0.594
N: -0.112 3.826 -2.891  -0.607
N: -1.656 1.675 -1.740  -0.608
C: 0.488 -4.304 1.303  -0.158
C: -2.208 1.523 -2.942  0.675
C: -0.609 1.099 4.409  0.722
C: 2.545 -4.278 0.018  0.013
C: -0.082 -1.051 3.239  -0.337
C: 0.897 4.645 -3.559  -0.410
C: -0.381 -2.287 2.500  0.484
C: 3.549 -4.990 -0.847  -0.633
C: 0.640 -2.945 1.646  -0.094
C: -1.493 2.943 -1.014  -0.126
C: -1.207 2.585 0.455  -0.611
C: 1.765 -2.263 1.140  -0.186
C: -2.418 0.103 -3.408  -0.708
C: -0.449 3.935 -1.600  0.660
C: 2.704 -2.924 0.337  -0.232
C: 1.426 -4.959 0.502  -0.226
C: -1.014 -0.186 3.795  0.261
H: 3.702 -6.015 -0.497  0.222
H: -1.174 3.494 1.057  0.249
H: 1.863 4.512 -3.068  0.205
H: -2.862 0.117 -4.403  0.245
H: 0.615 5.698 -3.494  0.208
H: 1.926 -1.210 1.351  0.211
H: 0.961 -0.773 3.314  0.229
H: -1.997 1.942 0.847  0.212
H: -1.418 0.836 -1.238  0.399
H: 0.981 4.359 -4.608  0.206
H: -0.672 3.198 -3.455  0.420
H: -2.847 0.292 4.135  0.506
H: 3.196 -5.024 -1.882  0.226
H: -0.369 -4.869 1.666  0.236
H: 1.279 -6.007 0.255  0.215
H: 4.514 -4.475 -0.826  0.218
H: -2.452 3.462 -1.049  0.226
H: -0.247 2.074 0.536  0.207
H: 3.563 -2.378 -0.041  0.213
H: -1.463 -0.417 -3.440  0.226
H: -3.092 -0.402 -2.718  0.229
H: 0.697 2.248 5.057  0.508

Its SMILES is Cc1ccc(C(=O)/C=C(\O)C(=O)O)cc1.CNC(=O)[C@H](C)NC(C)=O. Its energy is -33251.99239 eV. The spin multiplicity is 1. The relative energy (zero: lowest compared OMol25 entry of this formula, charge and spin) comes out at 0.0 kJ/mol. The LUMO energy comes out at -0.8 eV.